The following is a quantum chemistry calculation of a molecular structure, C12H23I2MnNO2P2 at a distorted geometry, from the OMol25 dataset.

Summary:
HOMO energy (alpha / beta): -0.537 / -0.528 Eh
Strongest force on any atom: 6.05 eV/Å
Expectation value of S²: 8.937
Total charge: +2
Orbital gap (alpha / beta): 5.713 / 3.260 eV
Calculated total energy: -84483.94716 eV
Spin multiplicity: 6

Last column: Mulliken spin population.
Geometry (Å):
I -2.048 -0.735 -3.590  0.1120
I 2.091 -1.883 -2.827  0.9061
Mn -0.025 -0.799 -1.836  4.1205
P 0.411 1.582 -2.094  -0.1172
C 2.174 2.033 -1.973  0.0056
C 0.076 1.809 -3.888  0.0070
H 0.337 2.823 -4.203  0.0010
H -0.132 3.939 -1.840  -0.0023
H -0.993 1.613 -4.059  0.0025
H -1.494 2.856 -1.367  0.0015
H 2.785 1.279 -2.475  0.0011
H 0.614 1.055 -4.464  0.0038
C -0.411 3.009 -1.322  -0.0023
H 2.341 3.025 -2.411  -0.0015
H -0.111 3.045 -0.271  -0.0003
H 2.466 2.061 -0.921  -0.0010
P -1.183 -2.254 -0.293  -0.0982
C -0.082 -3.346 0.669  0.0026
C -2.459 -1.836 0.935  -0.0081
H -2.819 -2.867 -1.978  0.0023
H -2.458 -4.249 -0.860  0.0018
H -1.334 -3.752 -2.198  0.0054
C -2.037 -3.414 -1.432  0.0089
H -3.151 -1.106 0.504  0.0020
H -3.005 -2.745 1.226  -0.0024
H -0.646 -4.200 1.063  -0.0027
H 0.334 -2.773 1.502  0.0020
H -2.001 -1.386 1.820  0.0017
H 0.747 -3.688 0.043  0.0033
C 1.168 -0.670 -0.291  -0.0776
O 2.093 -0.859 0.408  0.0457
O -0.804 1.046 1.124  0.0676
N -0.042 1.147 2.180  0.0023
C 1.273 1.481 2.035  0.0031
C 2.065 1.575 3.167  -0.0040
C 1.523 1.064 4.374  0.0051
C 0.239 0.507 4.423  0.0002
C -0.591 0.741 3.364  -0.0015
H 1.577 1.716 1.012  0.0040
H 3.111 1.946 3.064  -0.0002
H 2.195 0.883 5.187  -0.0001
H -0.233 0.061 5.293  0.0000
H -1.562 0.264 3.199  0.0001